1.
Here is C4H6O4 in the gas phase at a distorted geometry from OMol25. Energies are from ωB97M-V with the def2-TZVPD basis set.

Output
- energy relative to the best compared isomer or geometry (same formula, charge and spin) (kJ/mol) = 580.32
- lowest unoccupied orbital energy (spin up / spin down) (eV) = 0.171 / -0.432
- Kohn-Sham gap (spin up / spin down) (eV) = 9.0834 / 7.0722
- electronic energy (eV) = -12430.15773
- strongest force on any atom (eV Å⁻¹) = 1.74

ORCA input file:
```
! wB97M-V def2-TZVPD RIJCOSX def2/J DEFGRID3
* xyz 0 1
C -1.2512 0.1426 0.6655
C -2.4880 0.8226 0.0079
C -0.0131 -0.2512 0.0326
C 1.3443 0.2088 0.5038
O -2.4203 -0.5429 0.2579
O -0.0055 -0.9203 -1.1380
O 1.8610 1.1505 -0.3921
O 2.1865 -0.8790 0.6941
H -1.1646 0.3444 1.7275
H -2.5285 1.0308 -1.0713
H 1.2675 0.7218 1.4662
H -0.9146 -1.1815 -1.3635
H 1.9124 0.7645 -1.2776
H 2.2139 -1.4111 -0.1131
*
```



2.
Here is C4H8O4 in the gas phase at a distorted geometry from OMol25. Energies are from ωB97M-V with the def2-TZVPD basis set.

Output
- energy relative to the best compared isomer or geometry (same formula, charge and spin) (kJ/mol) = 691.42
- lowest unoccupied orbital energy (eV) = 0.615
- Kohn-Sham gap (eV) = 10.6392
- electronic energy (eV) = -12461.99326
- strongest force on any atom (eV Å⁻¹) = 2.63
- SMILES = CC(=O)[C@H](C)OOO

ORCA input file:
```
! wB97M-V def2-TZVPD RIJCOSX def2/J DEFGRID3
* xyz 0 1
C 0.0313 -0.3619 1.9917
C 0.4087 -0.3896 0.5378
O 1.4960 -0.7906 0.1460
C -0.7119 0.1031 -0.4947
C -0.8688 -0.9209 -1.6068
O -0.3489 1.3322 -1.0328
O 0.5399 2.0230 0.0252
O 1.8828 2.1640 -0.4519
H 0.3979 -1.2673 2.4819
H 0.4900 0.5141 2.4573
H -1.0504 -0.3089 2.1228
H -1.6442 0.2046 0.0746
H -1.6733 -0.6201 -2.2857
H -1.0866 -1.9157 -1.2085
H 0.0423 -0.9813 -2.2113
H 2.0953 1.2150 -0.5455
*
```



3.
Here is a molecular structure, C7H17NO2 at a distorted geometry from OMol25. Energies are from ωB97M-V with the def2-TZVPD basis set.

Output
- energy relative to the best compared isomer or geometry (same formula, charge and spin) (kJ/mol) = 485.88
- lowest unoccupied orbital energy (eV) = 0.765
- Kohn-Sham gap (eV) = 7.6025
- electronic energy (eV) = -13115.70501
- strongest force on any atom (eV Å⁻¹) = 1.72

ORCA input file:
```
! wB97M-V def2-TZVPD RIJCOSX def2/J DEFGRID3
* xyz 0 1
C -0.4533 0.0293 0.1074
C 1.7427 -0.4909 0.6460
C -1.7796 -0.6298 -0.2201
C 1.6744 1.0464 -1.2683
C 2.7860 -1.5482 0.6623
C -2.6384 0.3250 -1.0550
C -2.5364 -1.1096 1.0297
N 1.8417 2.3966 -0.7834
O 0.4867 -0.9184 0.4958
O -0.5190 1.1253 0.9767
H -1.0540 0.8964 1.7507
H 0.4122 0.5665 -0.8214
H 1.8646 0.4129 1.2355
H -1.5336 -1.5064 -0.8256
H 2.4603 2.4272 0.0174
H 0.9562 2.7863 -0.4818
H 2.6469 0.5915 -1.4341
H 1.2299 1.0572 -2.2688
H 2.8763 -2.0411 1.6388
H 2.5602 -2.3158 -0.0787
H 3.7617 -1.1104 0.4351
H -3.5868 -0.1445 -1.3226
H -2.8537 -0.2691 1.6550
H -2.8595 1.2349 -0.4935
H -2.1258 0.6145 -1.9736
H -3.4426 -1.6480 0.7459
H -1.9172 -1.7777 1.6306
*
```



4.
Here is a molecular structure, C57H62AuGe2N3OS6 from OMol25. Energies are from ωB97M-V with the def2-TZVPD basis set.

Output
- lowest unoccupied orbital energy (spin up / spin down) (eV) = 0.407 / -1.944
- Kohn-Sham gap (spin up / spin down) (eV) = 7.2035 / 5.3766
- electronic energy (eV) = -248374.66163
- strongest force on any atom (eV Å⁻¹) = 0.32

ORCA input file:
```
! wB97M-V def2-TZVPD RIJCOSX def2/J DEFGRID3
* xyz 0 3
Au -0.5035 0.6730 2.6683
C 6.4064 0.5223 -0.7256
C 5.4076 -0.5990 -0.6194
C 5.1117 -1.1820 0.6047
C 4.1730 -2.2010 0.7231
C 3.8943 -2.8180 2.0676
C 3.5003 -2.6344 -0.4243
C 3.7965 -2.0722 -1.6707
C 3.0646 -2.5127 -2.9082
C 4.7479 -1.0645 -1.7489
C 2.4815 -3.7242 -0.3342
C 2.9169 -5.0466 -0.3594
C 2.0133 -6.0911 -0.2710
C 0.6591 -5.8238 -0.1569
C 0.1934 -4.5139 -0.1293
C 1.1095 -3.4542 -0.2268
Ge 0.4728 -1.6205 0.1139
S 0.3410 -1.6094 2.3034
S -1.3884 -0.9240 -0.9494
Ge -0.3286 1.0555 -0.9266
S -1.2539 2.0541 0.8249
S 1.6822 0.1420 -0.6219
C -0.3872 2.3791 -2.3884
C -0.2653 3.7479 -2.1079
C -0.3015 4.6702 -3.1520
C -0.4743 4.2636 -4.4628
C -0.6075 2.9140 -4.7387
C -0.5595 1.9664 -3.7178
C -0.6993 0.5414 -4.1481
C -1.9564 -0.0562 -4.2140
C -3.2053 0.6367 -3.7296
C -2.0699 -1.3398 -4.7446
C -0.9708 -2.0277 -5.2252
C -1.0961 -3.4120 -5.8028
C 0.2754 -1.4100 -5.1529
C 0.4339 -0.1443 -4.6127
C 1.8070 0.4661 -4.5115
C -0.0719 4.3075 -0.7347
C 1.1778 4.2637 -0.1151
C 2.3801 3.6343 -0.7698
C 1.3141 4.8003 1.1623
C 0.2464 5.3692 1.8341
C 0.3930 5.8570 3.2501
C -0.9776 5.4503 1.1768
C -1.1529 4.9364 -0.0974
C -2.5057 5.0070 -0.7577
C -1.2748 -4.2602 -0.0177
C -1.9122 -4.2463 1.2235
C -1.1967 -4.5893 2.5041
C -3.2698 -3.9340 1.2768
C -4.0039 -3.6705 0.1336
C -5.4545 -3.2775 0.2113
C -3.3648 -3.7668 -1.0989
C -2.0139 -4.0556 -1.1934
C -1.3522 -4.1605 -2.5400
H 6.9958 0.6133 0.1862
H 5.8980 1.4746 -0.8927
H 7.0887 0.3627 -1.5613
H 5.6243 -0.8349 1.4957
H 4.4844 -2.3300 2.8431
H 4.1361 -3.8830 2.0712
H 2.8412 -2.7213 2.3330
H 2.8491 -3.5810 -2.8958
H 3.6467 -2.2847 -3.8016
H 2.1085 -1.9854 -2.9871
H 4.9671 -0.6206 -2.7149
H 3.9786 -5.2449 -0.4485
H 2.3640 -7.1153 -0.2913
H -0.0565 -6.6343 -0.0846
H -0.1806 5.7210 -2.9165
H -0.5026 4.9932 -5.2621
H -0.7541 2.5719 -5.7561
H -3.0058 1.6437 -3.3688
H -3.6561 0.0678 -2.9129
H -3.9421 0.7039 -4.5323
H -3.0507 -1.8034 -4.7854
H -2.1308 -3.7528 -5.7938
H -0.4999 -4.1246 -5.2296
H -0.7377 -3.4392 -6.8334
H 1.1467 -1.9314 -5.5364
H 2.5363 -0.1420 -5.0457
H 2.1182 0.5266 -3.4645
H 1.8338 1.4778 -4.9190
H 2.2718 3.5656 -1.8515
H 2.5448 2.6251 -0.3843
H 3.2768 4.2139 -0.5473
H 2.2816 4.7464 1.6511
H 1.4422 5.9503 3.5274
H -0.0687 5.1482 3.9416
H -0.0902 6.8249 3.3911
H -1.8224 5.9087 1.6818
H -3.2494 5.3950 -0.0616
H -2.8277 4.0194 -1.0951
H -2.4929 5.6572 -1.6340
H -0.1149 -4.5608 2.3937
H -1.4772 -5.5949 2.8293
H -1.4723 -3.8895 3.2926
H -3.7570 -3.8880 2.2454
H -5.8247 -3.3417 1.2339
H -6.0723 -3.9183 -0.4199
H -5.5877 -2.2490 -0.1309
H -3.9301 -3.5877 -2.0081
H -2.0897 -4.0586 -3.3348
H -0.8466 -5.1221 -2.6533
H -0.6037 -3.3767 -2.6769
O -0.1156 1.0397 5.0139
N 1.1481 0.8594 5.3319
C 1.4267 0.4845 6.6018
C 2.7082 0.2897 7.0327
C 3.7556 0.4717 6.1268
C 3.4620 0.8335 4.8376
C 2.1391 1.0427 4.4123
S 1.7841 1.5321 2.8027
H 0.5549 0.3631 7.2251
H 2.8838 -0.0056 8.0562
H 4.7816 0.3238 6.4338
H 4.2363 0.9652 4.0956
C -4.8531 2.1640 1.9122
N -4.2756 2.2081 3.2370
C -4.3434 3.4207 4.0461
C -3.5932 3.0168 5.3242
N -2.8639 1.8471 4.8615
C -3.3575 1.3635 3.7169
S -2.8702 -0.1002 3.0027
H -5.9325 2.3041 1.9763
H -4.6296 1.1988 1.4635
H -4.4185 2.9449 1.2831
H -5.3778 3.7083 4.2303
H -3.8400 4.2384 3.5203
H -4.2787 2.7493 6.1323
H -2.9222 3.7980 5.6751
H -2.1802 1.3274 5.3907
*
```



5.
Here is C4H9NO in the gas phase at a distorted geometry from OMol25. Energies are from ωB97M-V with the def2-TZVPD basis set.

Output
- energy relative to the best compared isomer or geometry (same formula, charge and spin) (kJ/mol) = 68.40
- lowest unoccupied orbital energy (eV) = 0.879
- Kohn-Sham gap (eV) = 10.4763
- electronic energy (eV) = -7831.61108
- strongest force on any atom (eV Å⁻¹) = 2.16
- SMILES = CCC(=O)NC

ORCA input file:
```
! wB97M-V def2-TZVPD RIJCOSX def2/J DEFGRID3
* xyz 0 1
C -1.7177 1.6883 0.0609
C -0.4531 1.0139 0.5675
C 0.1054 -0.0352 -0.3963
O -0.2641 -0.1147 -1.5437
N 1.1168 -0.7602 0.1587
C 1.5381 -2.0512 -0.3373
H -2.3859 1.9267 0.8883
H -2.3650 1.0314 -0.5319
H -1.5375 2.5700 -0.5503
H 0.2299 1.8071 0.8511
H -0.7402 0.4662 1.4621
H 1.6768 -0.3952 0.9080
H 1.4054 -2.8165 0.4306
H 0.8702 -2.3214 -1.1539
H 2.5208 -2.0093 -0.8138
*
```